Formula: CH2F3P
Source: the Open Molecules 2025 dataset
Level of theory: ωB97M-V/def2-TZVPD

Computed properties:
F_max: 0.048 hartree/bohr
Highest occupied orbital energy (alpha / beta): -10.03 / -10.03 eV
Frontier orbital gap (alpha / beta): 0.325 / 0.325 hartree
LUMO level (alpha / beta): -1.2 / -1.2 eV

Structure (XYZ):
```
7
Properties=species:S:1:pos:R:3:forces:R:3
C 0.69339 -0.96108 2.54974 1.4 0.7 -1.1
F -0.72344 1.43959 -0.84958 0.6 -0.1 0.5
F 0.02261 0.63558 -2.92274 0.6 -0.5 0.8
F -1.76677 -0.29945 -1.86498 -0.2 -1.0 0.3
P -0.28786 0.04544 -1.45858 -1.1 1.6 -1.6
H 1.63671 -0.98932 1.82729 -1.7 0.2 1.3
H 0.42536 0.12925 2.71886 0.3 -0.9 -0.2
```
Positions in Å, forces in eV/Å.

The Mulliken scheme yields these atomic charges, measured in e: number 1, C, carries -0.371; number 2, F, carries -0.208; number 3, F, carries -0.243; number 4, F, carries -0.211; number 5, P, carries 0.658; number 6, H, carries 0.174; number 7, H, carries 0.200

Formula: C22H24Cl36N4O2
Source: the Open Molecules 2025 dataset
Level of theory: ωB97M-V/def2-TZVPD

Computed properties:
F_max: 0.025 hartree/bohr
Highest occupied orbital energy: -9.01 eV
Frontier orbital gap: 0.334 hartree
LUMO level: 0.1 eV
SMILES string: C[C@H](O)CNCCO[C@@](C#N)(CC#N)CCCCN.ClC(Cl)(Cl)Cl.ClC(Cl)(Cl)Cl.ClC(Cl)(Cl)Cl.ClC(Cl)(Cl)Cl.ClC(Cl)(Cl)Cl.ClC(Cl)(Cl)Cl.ClC(Cl)(Cl)Cl.ClC(Cl)(Cl)Cl.ClC(Cl)(Cl)Cl

Structure (XYZ):
```
88
Properties=species:S:1:pos:R:3:forces:R:3
C 3.06685 -2.11508 1.57856 0.1 0.6 0.3
C 1.81512 -1.30510 1.28914 -0.4 -0.8 0.2
O 0.69932 -1.93738 1.95293 -0.1 0.2 -0.3
C 1.43918 -1.32064 -0.18982 0.5 0.3 0.3
N 2.52278 -1.02236 -1.12100 -0.4 -0.1 -0.1
C 3.29075 0.17801 -0.86875 0.3 0.1 0.0
C 2.37486 1.37892 -0.88259 -0.2 -0.2 -0.7
O 3.09223 2.60418 -0.89451 -0.1 -0.1 0.2
C 3.18181 3.31632 0.30093 0.1 1.3 0.0
C 3.33981 2.43984 1.47761 0.0 -0.8 0.5
N 3.49387 1.74522 2.38496 -0.1 0.4 -0.4
C 4.52331 4.12643 0.21800 0.0 -0.5 0.0
C 5.11235 4.08054 -1.10859 0.2 0.0 -0.5
N 5.63011 3.98381 -2.13000 -0.2 0.1 0.3
C 1.99955 4.32181 0.58955 -0.6 -0.5 -0.3
C 0.74655 4.27800 -0.31773 -0.1 0.0 0.6
C -0.46207 3.61407 0.36133 0.2 -0.1 -0.3
C -1.66275 3.39372 -0.55186 0.5 -0.5 0.1
N -1.48390 2.16331 -1.35149 0.0 0.4 0.1
H 3.21818 -2.91119 0.85994 0.0 -0.3 -0.1
H 3.95655 -1.49526 1.61812 0.2 0.1 -0.2
H 2.95839 -2.53766 2.56846 0.0 -0.3 0.2
H 1.89116 -0.30067 1.69079 0.3 0.3 -0.1
H 0.67055 -1.59559 2.84777 -0.1 0.0 0.2
H 0.60489 -0.64415 -0.34002 -0.2 0.1 -0.1
H 1.08400 -2.32504 -0.39325 -0.1 -0.2 -0.1
H 3.11492 -1.83064 -1.21125 0.2 0.0 -0.1
H 3.98310 0.34002 -1.68991 0.1 -0.1 -0.2
H 3.91040 0.13948 0.02849 -0.1 0.1 0.4
H 1.60892 1.34425 -0.12163 -0.1 0.2 0.5
H 1.85754 1.31836 -1.83335 -0.3 0.2 -0.3
H 4.40505 5.14543 0.55626 -0.1 0.2 0.0
H 5.24721 3.66882 0.87919 0.2 0.0 0.1
H 2.36473 5.33891 0.60431 0.4 0.1 -0.1
H 1.65053 4.12966 1.59868 0.0 0.0 0.3
H 0.95205 3.86839 -1.29680 0.2 -0.3 -0.3
H 0.44539 5.30782 -0.47874 0.0 0.2 -0.2
H -0.73385 4.24798 1.19956 -0.2 0.1 0.2
H -0.20324 2.65290 0.79879 0.2 -0.3 0.0
H -1.79518 4.25598 -1.20154 -0.2 0.4 0.1
H -2.52724 3.23462 0.07909 -0.4 0.2 0.0
H -2.03352 2.24824 -2.19650 -0.2 -0.2 -0.1
H -0.52941 2.15460 -1.67402 0.4 -0.2 -0.2
Cl -1.20102 -4.43550 0.74794 -0.1 0.2 0.1
C -1.89697 -4.67529 2.34618 0.0 -0.2 0.0
Cl -2.90499 -6.12636 2.28658 0.1 -0.2 0.0
Cl -0.61346 -4.89383 3.54034 0.0 0.0 0.0
Cl -2.91136 -3.31399 2.84808 0.1 0.1 -0.2
Cl -3.09016 -5.76380 -2.04852 0.1 0.0 -0.1
C -2.08196 -5.25042 -3.41501 0.0 -0.1 0.1
Cl -1.45343 -6.68473 -4.22909 0.0 0.0 0.0
Cl -3.01390 -4.29095 -4.56094 -0.1 0.0 0.1
Cl -0.73893 -4.28363 -2.79743 0.1 0.1 0.0
Cl -8.37471 -2.91541 -2.06459 0.0 0.0 0.1
C -6.71696 -2.49695 -2.50165 0.0 0.0 0.1
Cl -6.62797 -2.20352 -4.24395 0.0 0.0 0.0
Cl -6.23086 -1.03577 -1.63668 0.0 0.0 0.0
Cl -5.63308 -3.81993 -2.07627 -0.1 0.1 0.0
Cl -6.84145 0.15348 5.64287 0.0 0.0 0.0
C -5.61726 1.01310 4.70623 0.0 -0.1 0.1
Cl -4.74461 -0.13872 3.68990 0.0 0.0 0.0
Cl -6.39764 2.22311 3.68512 0.0 0.0 0.0
Cl -4.49710 1.80872 5.81771 0.0 0.0 -0.1
Cl 7.54019 5.61283 -4.23058 0.1 0.0 -0.1
C 6.20822 5.88057 -5.35100 0.0 -0.1 0.0
Cl 6.84578 6.43100 -6.90650 0.0 0.0 0.0
Cl 5.31013 4.38210 -5.58700 0.0 0.0 0.0
Cl 5.12745 7.11706 -4.69430 0.0 0.0 0.0
Cl -6.88731 -7.35860 1.45937 0.0 0.0 0.0
C -7.37955 -6.01492 2.49782 0.0 0.0 0.0
Cl -5.96243 -5.05230 2.90887 -0.2 0.1 0.0
Cl -8.55166 -5.01072 1.63928 0.0 0.0 0.0
Cl -8.11516 -6.65161 3.97185 0.0 0.0 0.0
Cl -10.44946 -2.59660 -4.96244 0.0 0.0 -0.1
C -11.79168 -1.78996 -4.15088 0.0 0.0 0.0
Cl -12.86642 -1.07231 -5.35392 0.0 0.0 0.0
Cl -12.68802 -2.96839 -3.18780 0.0 0.0 0.0
Cl -11.16413 -0.52320 -3.09278 0.0 0.0 0.0
Cl 7.48778 5.76885 4.20303 0.0 0.0 0.0
C 7.60485 4.47858 3.00419 0.0 0.0 0.0
Cl 9.11470 3.59913 3.22924 0.0 0.0 0.0
Cl 6.23596 3.37422 3.19739 0.1 0.0 0.1
Cl 7.56246 5.17645 1.37920 0.1 0.0 0.0
Cl 4.20087 -5.30399 2.46421 0.0 -0.1 0.0
C 5.91688 -5.06747 2.13368 0.0 0.0 0.0
Cl 6.19581 -5.15978 0.39154 0.0 0.0 0.0
Cl 6.41479 -3.47922 2.72362 0.0 0.0 0.0
Cl 6.85697 -6.32020 2.94800 0.0 0.0 0.0
```
Positions in Å, forces in eV/Å.

Atomic partial charges in e from the Mulliken method, atoms 1 to 8: number 1, C, carries -1.395; number 2, C, carries 0.723; number 3, O, carries -0.352; number 4, C, carries -1.338; number 5, N, carries -0.360; number 6, C, carries -0.534; number 7, C, carries -0.899; number 8, O, carries -0.503